# 1
The following is a quantum chemistry calculation of a structure of composition C24H18IrN5S, from OMol25.

Each line ends with the Mulliken charge.
Cartesian coordinates (Å):
Ir: -0.0674 -0.1541 0.0191  0.75
C: 3.4223 -1.5315 -2.2425  -0.90
C: 2.4019 -0.7040 -1.7554  0.27
N: 1.4839 -1.1288 -0.9070  -0.35
C: 1.5095 -2.4324 -0.4954  0.32
C: 2.5142 -3.3114 -0.9091  0.84
C: 3.4866 -2.8288 -1.8132  -0.52
C: 2.5129 -4.6328 -0.3961  -0.74
C: 1.5502 -5.0223 0.4922  -1.18
C: 0.5236 -4.1399 0.8806  -0.60
C: 0.4658 -2.8618 0.3727  0.58
N: -0.5072 -1.8520 0.5979  0.37
C: -1.7759 -1.9976 1.2195  0.62
C: -2.4501 -3.1506 1.5535  -0.61
C: -3.7000 -3.0918 2.1989  -1.19
C: -4.2772 -1.8916 2.5042  -0.74
C: -3.6404 -0.6812 2.1328  0.76
C: -4.1907 0.5955 2.3834  -0.49
C: -3.5196 1.7117 1.9663  -0.93
C: -2.3078 1.5596 1.2799  0.30
N: -1.7725 0.3786 1.0306  -0.35
C: -2.4112 -0.7478 1.4699  0.30
H: 4.1440 -1.1271 -2.9368  0.42
H: 2.3361 0.3312 -2.0626  0.43
H: 4.2711 -3.4913 -2.1564  0.46
H: 3.2923 -5.3187 -0.7022  0.44
H: 1.5625 -6.0195 0.9085  0.42
H: -0.1774 -4.5028 1.6091  0.54
H: -2.0790 -4.1277 1.3052  0.53
H: -4.1992 -4.0171 2.4486  0.42
H: -5.2344 -1.8512 3.0080  0.44
H: -5.1385 0.6756 2.9004  0.47
H: -3.9062 2.7050 2.1407  0.42
H: -1.7635 2.4242 0.9240  0.44
N: 2.5301 6.3052 -1.4770  -0.27
C: 1.3579 5.7962 -1.8882  0.12
S: 0.2886 6.6088 -2.8088  -0.32
C: 1.0732 4.3745 -1.4263  1.28
C: 1.9225 3.6437 -0.5981  -0.73
C: 1.5844 2.3571 -0.2263  -0.63
N: 0.4382 1.7790 -0.6189  -0.38
C: -0.3949 2.4783 -1.4146  -0.59
C: -0.1038 3.7536 -1.8396  -0.52
H: 2.7555 7.2471 -1.7566  0.22
H: 3.1989 5.8189 -0.9101  0.13
H: 2.8547 4.0327 -0.2167  0.31
H: 2.2333 1.7700 0.4103  0.48
H: -1.3101 1.9828 -1.7122  0.51
H: -0.7869 4.2863 -2.4864  0.45

Values from the calculation:
Orbital gap (spin up / spin down), hartree: 0.1746 / 0.1738
LUMO (spin up / spin down), eV: -8.547 / -8.568
Highest occupied orbital energy (spin up / spin down), eV: -13.30 / -13.30
ΔE to the lowest compared entry with this formula, charge and spin, kcal per mole: 0.0
Charge: +2
Spin multiplicity: 1

# 2
The following is a quantum chemistry calculation of a cluster of 15 separate species, C5H39NO14 in total in a non-equilibrium geometry, from OMol25.

Each line ends with the Mulliken charge.
Cartesian coordinates (Å):
C: 0.2229 0.8372 0.3147  1.09
N: -1.2177 0.4397 0.4067  0.18
C: -1.8101 0.5621 -0.9955  0.24
C: -3.2536 1.0997 -0.6487  -0.60
C: -3.1223 2.0761 0.5511  -0.59
C: -1.9406 1.4189 1.3115  -0.39
H: 0.5900 0.5970 -0.7394  -0.36
H: 0.9337 0.2970 0.9246  -0.42
H: 0.3599 1.9468 0.5261  0.07
H: -1.2414 1.2583 -1.5938  0.51
H: -1.9269 -0.4842 -1.3758  -0.57
H: -4.0368 0.2094 -0.6680  0.21
H: -3.7046 1.6772 -1.5422  0.39
H: -4.0030 2.0243 1.0803  0.40
H: -2.9650 3.1586 0.1416  0.22
H: -1.2825 2.1210 2.0303  0.23
H: -2.5042 0.9321 2.2761  0.20
H: 1.0270 -0.7550 1.7738  -0.19
H: 0.1750 -1.4562 2.7934  -0.08
O: 0.8528 -1.6740 2.1417  -0.61
H: 3.6579 2.1362 1.1496  0.32
H: 3.7927 0.7558 0.5966  0.24
O: 3.8190 1.2746 1.3032  -0.56
H: -4.0656 -2.7191 -2.5195  0.26
H: -2.6249 -2.7009 -1.7737  0.42
O: -3.4284 -2.1715 -1.9683  -0.62
H: -0.9198 -1.0366 3.5664  0.45
H: -0.6249 -0.5833 4.9525  0.36
O: -1.4724 -0.8568 4.4399  -0.65
H: -4.0607 -1.8239 0.3475  0.33
H: -3.1446 -0.9551 1.1294  0.36
O: -3.9064 -1.5803 1.2576  -0.71
H: 1.9392 1.4074 2.6179  0.27
H: 2.5065 0.1402 2.8336  0.29
O: 1.7174 0.4949 2.8270  -0.55
H: -2.5819 -4.7091 -0.5631  0.27
H: -1.5293 -4.3868 -1.8004  0.40
O: -2.4609 -4.5425 -1.4320  -0.69
H: 1.7203 -0.4548 -2.2353  0.36
H: 1.3884 0.6093 -3.1458  0.25
O: 1.3085 -0.3729 -3.1251  -0.58
H: 1.8171 2.5526 -2.8318  0.36
H: 2.8609 2.9166 -3.8527  0.31
O: 2.0852 2.3538 -3.7497  -0.67
H: 4.5688 -1.8708 0.2914  0.38
H: 5.3277 -0.6340 0.5681  0.32
O: 5.0013 -1.1760 -0.1336  -0.65
H: 1.5462 3.4711 0.4456  0.34
H: 2.5959 4.2296 -0.3348  0.27
O: 2.3986 3.3424 0.0544  -0.61
H: -0.5082 2.9815 -1.1697  0.24
H: 0.0457 4.0793 -2.1596  0.31
O: 0.2431 3.6421 -1.3119  -0.61
H: 3.6890 -4.1337 0.7654  0.27
H: 2.7704 -3.2852 1.3444  0.26
O: 3.4177 -3.2399 0.7010  -0.63
H: -0.0766 -2.5514 -2.4334  0.28
H: 0.3588 -3.5144 -1.3181  0.33
O: -0.3242 -3.3742 -2.0414  -0.67

Values from the calculation:
Orbital gap, hartree: 0.3261
LUMO, eV: -0.218
Highest occupied orbital energy, eV: -9.09
ΔE to the lowest compared entry with this formula, charge and spin, kcal per mole: 185.5
Spin multiplicity: 1

# 3
The following is a quantum chemistry calculation of a structure of composition C14H29N6O4PPbTe, from OMol25.

Each line ends with the Mulliken charge.
Cartesian coordinates (Å):
Pb: -1.0196 0.2237 -1.5811  1.16
N: -1.2203 -0.3820 0.9095  -0.53
C: -0.2420 0.1755 1.9029  0.00
C: -0.5182 -0.1763 3.3720  -1.31
C: -0.5656 -1.6464 3.8022  -0.10
C: -1.0805 -1.7991 5.2445  -1.41
N: -0.1589 -1.3475 6.2921  -0.08
C: 0.5011 -2.1137 7.1723  0.80
N: 1.1869 -1.5354 8.1527  -0.36
N: 0.5052 -3.4388 7.0692  -0.32
C: 1.1229 -0.2572 1.3713  0.75
O: 1.5758 -1.3424 1.5865  -0.50
O: 1.7782 0.5904 0.5411  -0.43
H: -2.1616 -0.1089 1.1943  0.36
H: -1.1952 -1.3995 0.9788  0.32
H: -0.3264 1.2602 1.8473  0.39
H: -1.4735 0.3016 3.6176  0.43
H: 0.2445 0.3486 3.9554  0.34
H: 0.4165 -2.1072 3.6986  0.25
H: -1.2655 -2.2112 3.1777  0.40
H: -1.3460 -2.8375 5.4231  0.49
H: -2.0040 -1.2331 5.3704  0.39
H: -0.1413 -0.3583 6.4821  0.27
H: 1.1783 -0.5388 8.2938  0.20
H: 1.6594 -2.0830 8.8547  0.21
H: -0.0521 -3.9230 6.3904  0.16
H: 0.9492 -4.0044 7.7753  0.23
N: -0.3006 -3.9650 -5.1411  -0.24
C: -0.3683 -3.8936 -3.6335  -0.90
P: 0.8877 -2.6447 -3.0650  1.16
O: 1.5511 -2.2108 -4.3347  -1.00
O: 0.2143 -1.6526 -2.1382  -0.48
C: 2.2479 -3.4627 -2.1058  -0.73
N: 3.4858 -3.4697 -2.9711  -0.26
H: -1.1654 -3.6479 -5.5851  0.36
H: -0.1214 -4.9087 -5.4897  0.36
H: 0.4606 -3.3329 -5.4503  0.35
H: -0.2018 -4.8828 -3.2122  0.42
H: -1.3634 -3.5699 -3.3390  0.36
H: 2.0125 -4.4765 -1.7894  0.43
H: 2.4416 -2.8674 -1.2154  0.27
H: 3.7332 -4.4044 -3.3022  0.35
H: 4.3053 -3.1037 -2.4832  0.35
H: 3.2928 -2.8781 -3.7982  0.37
Te: 0.9657 2.2061 -0.2954  0.50
C: 2.6266 2.7920 -1.4346  0.93
C: 2.4291 4.0042 -2.0802  -0.78
C: 3.4952 4.5201 -2.8034  -0.58
C: 4.7035 3.8345 -2.8433  -0.61
C: 4.8648 2.6331 -2.1637  -0.48
C: 3.8133 2.0831 -1.4424  -0.31
H: 1.4953 4.5549 -2.0219  0.28
H: 3.3847 5.4666 -3.3158  0.42
H: 5.5336 4.2501 -3.3986  0.42
H: 5.8184 2.1233 -2.1843  0.42
H: 3.9360 1.1619 -0.8890  0.51

Values from the calculation:
Orbital gap, hartree: 0.2518
LUMO, eV: -11.334
Highest occupied orbital energy, eV: -18.19
Charge: +4
Spin multiplicity: 1

Which formula does entry 1 have? C24H18IrN5S

Please write out number 2 again, unchanged.
The following is a quantum chemistry calculation of a cluster of 15 separate species, C5H39NO14 in total in a non-equilibrium geometry, from OMol25.

Each line ends with the Mulliken charge.
Cartesian coordinates (Å):
C: 0.2229 0.8372 0.3147  1.09
N: -1.2177 0.4397 0.4067  0.18
C: -1.8101 0.5621 -0.9955  0.24
C: -3.2536 1.0997 -0.6487  -0.60
C: -3.1223 2.0761 0.5511  -0.59
C: -1.9406 1.4189 1.3115  -0.39
H: 0.5900 0.5970 -0.7394  -0.36
H: 0.9337 0.2970 0.9246  -0.42
H: 0.3599 1.9468 0.5261  0.07
H: -1.2414 1.2583 -1.5938  0.51
H: -1.9269 -0.4842 -1.3758  -0.57
H: -4.0368 0.2094 -0.6680  0.21
H: -3.7046 1.6772 -1.5422  0.39
H: -4.0030 2.0243 1.0803  0.40
H: -2.9650 3.1586 0.1416  0.22
H: -1.2825 2.1210 2.0303  0.23
H: -2.5042 0.9321 2.2761  0.20
H: 1.0270 -0.7550 1.7738  -0.19
H: 0.1750 -1.4562 2.7934  -0.08
O: 0.8528 -1.6740 2.1417  -0.61
H: 3.6579 2.1362 1.1496  0.32
H: 3.7927 0.7558 0.5966  0.24
O: 3.8190 1.2746 1.3032  -0.56
H: -4.0656 -2.7191 -2.5195  0.26
H: -2.6249 -2.7009 -1.7737  0.42
O: -3.4284 -2.1715 -1.9683  -0.62
H: -0.9198 -1.0366 3.5664  0.45
H: -0.6249 -0.5833 4.9525  0.36
O: -1.4724 -0.8568 4.4399  -0.65
H: -4.0607 -1.8239 0.3475  0.33
H: -3.1446 -0.9551 1.1294  0.36
O: -3.9064 -1.5803 1.2576  -0.71
H: 1.9392 1.4074 2.6179  0.27
H: 2.5065 0.1402 2.8336  0.29
O: 1.7174 0.4949 2.8270  -0.55
H: -2.5819 -4.7091 -0.5631  0.27
H: -1.5293 -4.3868 -1.8004  0.40
O: -2.4609 -4.5425 -1.4320  -0.69
H: 1.7203 -0.4548 -2.2353  0.36
H: 1.3884 0.6093 -3.1458  0.25
O: 1.3085 -0.3729 -3.1251  -0.58
H: 1.8171 2.5526 -2.8318  0.36
H: 2.8609 2.9166 -3.8527  0.31
O: 2.0852 2.3538 -3.7497  -0.67
H: 4.5688 -1.8708 0.2914  0.38
H: 5.3277 -0.6340 0.5681  0.32
O: 5.0013 -1.1760 -0.1336  -0.65
H: 1.5462 3.4711 0.4456  0.34
H: 2.5959 4.2296 -0.3348  0.27
O: 2.3986 3.3424 0.0544  -0.61
H: -0.5082 2.9815 -1.1697  0.24
H: 0.0457 4.0793 -2.1596  0.31
O: 0.2431 3.6421 -1.3119  -0.61
H: 3.6890 -4.1337 0.7654  0.27
H: 2.7704 -3.2852 1.3444  0.26
O: 3.4177 -3.2399 0.7010  -0.63
H: -0.0766 -2.5514 -2.4334  0.28
H: 0.3588 -3.5144 -1.3181  0.33
O: -0.3242 -3.3742 -2.0414  -0.67

Values from the calculation:
Orbital gap, hartree: 0.3261
LUMO, eV: -0.218
Highest occupied orbital energy, eV: -9.09
ΔE to the lowest compared entry with this formula, charge and spin, kcal per mole: 185.5
Spin multiplicity: 1